# 1
# C5H13NO

2 unconnected molecules or ions with the total composition C5H13NO at a distorted geometry (ωB97M-V with the def2-TZVPD basis set, the OMol25 dataset).

* E: -8931.3303 eV
* ΔE to the lowest compared entry with this formula, charge and spin: 2.6805 eV
* E_HOMO: -7.78 eV

XYZ file:
```
20
C5H13NO (ωB97M-V with the def2-TZVPD basis set)
C 0.91 1.72 0.76
C 0.42 0.41 0.35
C 0.79 -0.44 -0.90
C 2.34 -0.22 -1.25
N -0.63 -0.13 1.13
C -1.01 -1.60 1.01
H 0.67 1.84 1.81
H 1.46 2.37 -0.04
H 0.61 -1.49 -0.73
H 0.16 -0.11 -1.71
H 2.44 0.81 -1.52
H 2.90 -0.41 -0.36
H 2.55 -0.77 -2.16
H -1.29 0.54 1.46
H -0.17 -2.21 1.34
H -1.10 -1.92 -0.06
H -1.92 -1.79 1.54
O -3.20 0.86 -0.51
H -3.26 1.82 -0.43
H -2.65 0.70 0.27
```

# 2
# C5H13NO

C5H13NO in the gas phase at a distorted geometry (ωB97M-V with the def2-TZVPD basis set, the OMol25 dataset).

* E: -8931.1288 eV
* ΔE to the lowest compared entry with this formula, charge and spin: 2.8821 eV
* E_HOMO: -8.92 eV

XYZ file:
```
20
C5H13NO (ωB97M-V with the def2-TZVPD basis set)
N 2.21 -2.24 0.61
C 1.96 -0.90 1.01
C 0.79 -0.22 0.09
C -0.64 -0.81 0.12
C -1.76 0.31 0.20
C -1.39 1.76 -0.23
O -1.12 1.95 -1.74
H 1.38 -2.73 0.87
H 3.09 -2.52 0.92
H 2.79 -0.15 0.82
H 1.58 -0.81 2.15
H 1.13 -0.38 -0.98
H 0.85 0.91 0.15
H -1.01 -1.45 0.90
H -0.77 -1.24 -0.94
H -2.44 0.24 1.10
H -2.45 0.02 -0.60
H -0.54 2.31 0.19
H -2.26 2.41 0.03
H -1.64 2.65 -2.15
```

# 3
# C5H13NO

C5H13NO in the gas phase at a distorted geometry (ωB97M-V with the def2-TZVPD basis set, the OMol25 dataset).

* E: -8930.3999 eV
* ΔE to the lowest compared entry with this formula, charge and spin: 3.6109 eV
* E_HOMO: -8.43 eV

XYZ file:
```
20
C5H13NO (ωB97M-V with the def2-TZVPD basis set)
C -2.15 1.07 0.76
C -0.62 1.23 0.55
N -0.04 -0.05 0.18
C -0.08 -1.20 1.14
C 1.43 0.15 -0.33
C 1.57 -0.77 -1.65
O 0.28 -1.26 -2.29
H -2.66 1.92 0.27
H -2.56 0.12 0.23
H -2.34 1.31 1.88
H -0.54 1.84 -0.30
H -0.01 1.44 1.51
H -0.99 -1.36 1.71
H 0.62 -0.96 1.87
H 0.22 -2.12 0.66
H 2.01 -0.40 0.44
H 1.83 1.12 -0.70
H 2.02 -0.02 -2.44
H 2.19 -1.58 -1.48
H -0.18 -0.46 -2.00
```

# 4
# C5H13NO

C5H13NO in the gas phase at a distorted geometry (ωB97M-V with the def2-TZVPD basis set, the OMol25 dataset).

* E: -8931.6168 eV
* ΔE to the lowest compared entry with this formula, charge and spin: 2.3941 eV
* E_HOMO: -9.26 eV

XYZ file:
```
20
C5H13NO (ωB97M-V with the def2-TZVPD basis set)
N -1.56 -2.32 -0.81
C -1.50 -0.87 -0.86
C -0.02 -0.45 -1.10
C 0.82 -0.66 0.21
C 0.59 0.21 1.41
C 0.28 1.57 0.99
O 1.46 2.37 0.32
H -2.16 -2.67 -1.55
H -0.62 -2.79 -1.08
H -2.06 -0.57 -1.81
H -1.93 -0.36 -0.04
H 0.42 -0.98 -1.91
H 0.06 0.66 -1.31
H 0.60 -1.64 0.52
H 1.87 -0.41 -0.05
H -0.07 -0.21 2.26
H 1.49 0.45 2.02
H -0.63 1.68 0.31
H 0.18 2.16 1.93
H 1.04 3.16 -0.09
```

# 5
# C5H13NO

2 unconnected molecules or ions with the total composition C5H13NO at a distorted geometry (ωB97M-V with the def2-TZVPD basis set, the OMol25 dataset).

* E: -8932.1496 eV
* ΔE to the lowest compared entry with this formula, charge and spin: 1.8613 eV
* E_HOMO: -7.56 eV

XYZ file:
```
20
C5H13NO (ωB97M-V with the def2-TZVPD basis set)
C 1.63 1.61 1.79
C 1.44 0.14 1.52
C 0.74 -0.27 0.24
C -0.44 -0.92 0.32
N -1.16 -1.73 -0.52
C -0.87 -1.73 -1.92
H 0.92 2.23 1.23
H 1.53 1.83 2.86
H 2.61 2.04 1.55
H 0.95 -0.44 2.30
H 2.42 -0.35 1.55
H 1.18 -0.29 -0.75
H -0.88 -0.88 1.32
H -1.76 -2.41 -0.09
H 0.22 -1.70 -2.08
H -1.27 -0.88 -2.47
H -1.16 -2.66 -2.41
O -2.27 1.87 -1.63
H -1.43 2.17 -1.97
H -2.40 2.36 -0.82
```

# 6
# C5H13NO

2 unconnected molecules or ions with the total composition C5H13NO at a distorted geometry (ωB97M-V with the def2-TZVPD basis set, the OMol25 dataset).

* E: -8923.3323 eV
* ΔE to the lowest compared entry with this formula, charge and spin: 2.4186 eV
* E_HOMO (spin up / spin down): -13.43 / -13.40 eV
* spin multiplicity: 2
* total charge: +1

XYZ file:
```
20
C5H13NO (ωB97M-V with the def2-TZVPD basis set)
C -0.51 0.83 0.03
C 0.47 -0.20 0.50
C 0.64 -1.34 -0.49
C 1.34 -1.86 -2.82
C 1.08 -0.95 -1.89
N -0.09 1.96 -0.69
H -1.47 0.54 -0.41
H -1.07 1.28 0.89
H 0.15 -0.65 1.44
H 1.44 0.27 0.72
H 1.37 -2.05 -0.09
H -0.30 -1.87 -0.52
H 1.77 -1.66 -3.80
H 1.05 -2.90 -2.68
H 1.30 0.10 -2.09
H -0.52 2.16 -1.59
H 0.74 2.54 -0.51
H -1.70 1.37 4.47
H -3.24 1.25 4.49
O -2.45 1.16 5.05
```

# 7
# C5H13NO

2 unconnected molecules or ions with the total composition C5H13NO at a distorted geometry (ωB97M-V with the def2-TZVPD basis set, the OMol25 dataset).

* E: -8922.9414 eV
* ΔE to the lowest compared entry with this formula, charge and spin: 2.8095 eV
* E_HOMO (spin up / spin down): -14.36 / -14.36 eV
* spin multiplicity: 2
* total charge: +1

XYZ file:
```
20
C5H13NO (ωB97M-V with the def2-TZVPD basis set)
C -1.52 0.82 0.80
C -1.07 2.26 1.16
O -0.52 2.67 2.14
N -1.34 3.21 0.22
H -0.88 0.53 0.03
H -2.58 0.62 0.58
H -0.63 3.91 0.16
H -2.06 3.12 -0.49
H -1.21 0.12 1.66
C 0.83 -1.05 -0.21
C 0.45 -1.40 -1.65
C 1.82 -2.00 0.27
H 1.23 -0.03 -0.22
H 0.03 -1.14 0.47
H 1.23 -1.05 -2.25
H 1.35 -2.99 0.47
H 2.51 -2.26 -0.50
H -0.38 -1.00 -2.08
H 0.44 -2.45 -1.78
H 2.30 -1.89 1.23
```

# 8
# C5H13NO

2 unconnected molecules or ions with the total composition C5H13NO at a distorted geometry (ωB97M-V with the def2-TZVPD basis set, the OMol25 dataset).

* E: -8921.9791 eV
* ΔE to the lowest compared entry with this formula, charge and spin: 3.7718 eV
* E_HOMO (spin up / spin down): -14.44 / -13.92 eV
* spin multiplicity: 2
* total charge: +1

XYZ file:
```
20
C5H13NO (ωB97M-V with the def2-TZVPD basis set)
C 0.39 -1.77 1.93
N -0.99 -1.44 1.37
C -1.12 -0.22 0.60
C 0.92 -0.03 -2.70
C 0.49 -0.52 -1.30
C -0.73 -0.08 -0.85
H 1.04 -2.26 1.29
H 0.18 -2.29 2.88
H 0.99 -0.78 2.21
H -1.49 -2.27 0.85
H -2.30 0.07 0.54
H -0.51 0.49 1.17
H 0.26 -0.64 -3.40
H 1.88 -0.43 -2.84
H 0.43 0.91 -2.95
H 1.04 -1.22 -0.59
H -1.42 0.48 -1.56
H -0.12 3.13 0.40
H 1.10 2.68 1.09
O 0.77 3.49 0.66
```

# 9
# C5H13NO2

2 unconnected molecules or ions with the total composition C5H13NO2 at a distorted geometry (ωB97M-V with the def2-TZVPD basis set, the OMol25 dataset).

* E: -10979.6799 eV
* ΔE to the lowest compared entry with this formula, charge and spin: 1.2541 eV
* E_HOMO (spin up / spin down): 1.19 / -5.65 eV
* spin multiplicity: 2
* total charge: -1

XYZ file:
```
21
C5H13NO2 (ωB97M-V with the def2-TZVPD basis set)
C 2.05 -0.04 0.31
C 0.53 -0.17 0.14
N -0.23 0.96 -0.07
C 0.32 2.19 -0.64
C -0.50 2.80 -1.77
C -1.67 0.77 -0.13
O 0.00 -1.23 0.49
H 2.47 -0.92 -0.15
H 2.43 0.79 -0.29
H 2.20 0.16 1.37
H 0.37 2.94 0.14
H 1.36 2.08 -0.94
H -0.86 2.06 -2.47
H -1.40 3.24 -1.31
H 0.04 3.61 -2.26
H -2.13 1.61 0.39
H -1.88 -0.12 0.45
H -2.00 0.71 -1.16
H 0.05 -4.01 1.44
H -0.14 -5.33 2.17
O -0.59 -4.72 1.58
```

# 10
# C5H13NO2

C5H13NO2 in the gas phase at a distorted geometry (ωB97M-V with the def2-TZVPD basis set, the OMol25 dataset).

* E: -10980.4106 eV
* ΔE to the lowest compared entry with this formula, charge and spin: 1.4683 eV
* E_HOMO: -9.25 eV

XYZ file:
```
21
C5H13NO2 (ωB97M-V with the def2-TZVPD basis set)
C 1.41 1.34 -0.88
C 1.01 -0.01 -0.27
N 1.30 -1.12 -1.17
C -0.62 -0.18 0.10
C -0.80 -1.48 0.87
O -1.37 -0.16 -1.08
C -0.88 1.06 0.89
O -2.24 0.95 1.53
H 0.71 1.60 -1.68
H 1.39 2.13 -0.14
H 2.42 1.29 -1.28
H 1.56 -0.18 0.65
H 2.29 -1.28 -1.25
H 0.95 -0.91 -2.10
H -0.28 -2.28 0.34
H -1.85 -1.73 0.95
H -0.37 -1.40 1.87
H -1.31 -1.03 -1.49
H -0.99 1.93 0.25
H -0.14 1.20 1.69
H -2.21 0.26 2.20
```

# 11
# C5H13NO2

2 unconnected molecules or ions with the total composition C5H13NO2 at a distorted geometry (ωB97M-V with the def2-TZVPD basis set, the OMol25 dataset).

* E: -10980.8241 eV
* ΔE to the lowest compared entry with this formula, charge and spin: 1.0549 eV
* E_HOMO: -9.56 eV

XYZ file:
```
21
C5H13NO2 (ωB97M-V with the def2-TZVPD basis set)
C 0.10 -0.63 2.40
C -0.58 0.32 1.39
C 0.35 1.05 0.41
C 0.13 0.90 -1.07
O -0.69 1.55 -1.70
N 1.07 0.20 -1.77
C 1.84 -0.96 -1.30
H 1.18 -0.63 2.27
H -0.42 -1.59 2.45
H -0.04 -0.28 3.42
H -1.41 -0.13 0.83
H -1.06 1.07 2.03
H 1.39 0.91 0.69
H 0.16 2.12 0.51
H 0.88 0.05 -2.75
H 1.64 -1.09 -0.23
H 2.90 -0.77 -1.43
H 1.51 -1.89 -1.76
O -2.82 -0.22 -1.11
H -2.62 0.59 -1.60
H -3.53 -0.56 -1.66
```

# 12
# C5H13NO2

2 unconnected molecules or ions with the total composition C5H13NO2 at a distorted geometry (ωB97M-V with the def2-TZVPD basis set, the OMol25 dataset).

* E: -10979.6399 eV
* ΔE to the lowest compared entry with this formula, charge and spin: 2.2390 eV
* E_HOMO: -9.66 eV

XYZ file:
```
21
C5H13NO2 (ωB97M-V with the def2-TZVPD basis set)
C -1.03 -2.86 -1.42
C -0.76 -1.53 -0.64
C 0.33 -1.46 0.51
C -0.04 -0.18 1.33
C -0.43 1.07 0.47
N -0.03 2.37 1.25
O -1.08 1.25 -0.51
H -2.04 -2.86 -1.88
H -0.99 -3.75 -0.80
H -0.31 -3.19 -2.13
H -0.41 -0.90 -1.55
H -1.76 -1.02 -0.45
H 0.20 -2.38 1.27
H 1.30 -1.55 0.07
H -0.99 -0.57 1.88
H 0.71 0.02 2.07
H -0.12 3.19 0.61
H 0.79 2.35 1.84
O 2.47 1.37 -0.63
H 2.37 2.16 -1.24
H 1.87 0.69 -0.80
```